Entry 1:
{"formula": "C16H13Br2N4O4OsP", "method": "wB97M-V/def2-TZVPD", "species": ["Os", "Br", "C", "C", "C", "Br", "C", "C", "C", "C", "N", "C", "C", "O", "H", "H", "H", "H", "N", "C", "C", "C", "N", "C", "N", "C", "O", "P", "O", "C", "O", "C", "H", "H", "H", "H", "H", "H", "H", "H", "H"], "xyz": [[-0.93566, -0.39269, 1.15854], [-3.80425, -3.20251, -1.89399], [-1.95785, -3.12258, -1.74771], [-1.14373, -3.94783, -2.55221], [0.22399, -3.91369, -2.45951], [1.24435, -5.03414, -3.54677], [0.87510, -3.03229, -1.53587], [2.25590, -2.90853, -1.33313], [2.73429, -2.01134, -0.39718], [1.84909, -1.23933, 0.34223], [0.52859, -1.34885, 0.17677], [0.03943, -2.22271, -0.75537], [-1.35918, -2.25658, -0.85344], [-2.00948, -1.42354, -0.02800], [-1.61942, -4.62190, -3.25097], [2.94162, -3.51599, -1.90929], [3.79466, -1.89990, -0.22355], [2.19319, -0.52422, 1.07625], [0.00405, 0.22285, 2.66243], [0.59764, 0.50222, 3.65819], [1.27494, 0.83921, 4.75855], [2.66737, 0.52439, 4.81304], [3.79370, 0.29748, 4.82137], [0.61478, 1.51037, 5.82993], [0.07750, 2.06998, 6.67728], [1.00508, 3.55654, 0.04072], [0.67505, 2.12714, 0.14794], [-0.71841, 1.49601, -0.11190], [-1.73354, 2.64243, 0.18192], [-3.17301, 2.54907, -0.05793], [-0.87412, 0.99318, -1.57926], [-0.72609, 1.86345, -2.74996], [2.06180, 3.62144, 0.27108], [0.41269, 4.11292, 0.76003], [0.81322, 3.90131, -0.97156], [-3.64082, 2.03808, 0.78002], [-3.36548, 2.02366, -0.99086], [-3.52831, 3.57160, -0.11427], [-1.14150, 1.30849, -3.58311], [0.33122, 2.05781, -2.91034], [-1.27841, 2.78897, -2.60009]], "atomic_forces_ev_per_a": [[-0.021, -0.028, 0.005], [0.007, 0.002, 0.003], [-0.005, -0.015, -0.008], [-0.009, 0.002, -0.001], [0.012, -0.004, -0.001], [-0.005, 0.005, 0.004], [-0.004, 0.002, 0.002], [0.001, -0.007, -0.005], [-0.002, 0.004, 0.006], [0.009, 0.005, -0.010], [-0.016, 0.003, 0.007], [0.007, -0.015, -0.002], [0.008, 0.018, 0.038], [-0.012, -0.001, -0.021], [0.000, 0.001, 0.000], [-0.001, 0.000, -0.001], [0.000, 0.000, 0.001], [-0.002, 0.002, -0.001], [0.129, -0.037, -0.017], [-0.132, 0.054, 0.047], [0.008, -0.096, -0.060], [0.020, 0.123, 0.089], [-0.012, -0.068, -0.051], [0.054, 0.024, 0.012], [-0.031, -0.016, -0.008], [-0.002, 0.000, 0.008], [-0.001, 0.008, -0.021], [-0.001, 0.029, -0.003], [-0.005, 0.001, -0.005], [0.003, 0.005, -0.003], [0.002, 0.006, -0.006], [0.000, -0.004, 0.001], [0.000, 0.000, 0.001], [-0.001, 0.000, -0.001], [0.002, -0.001, 0.000], [0.000, 0.000, 0.000], [0.000, 0.000, 0.000], [0.000, 0.000, 0.000], [0.001, 0.000, 0.000], [0.000, 0.001, 0.001], [0.000, 0.000, 0.000]], "mulliken_charge": [0.67, -0.02, -0.26, -0.34, -0.16, -0.09, 0.54, -0.46, -1.08, -0.01, -0.14, 0.44, 0.95, -0.68, 0.46, 0.40, 0.45, 0.49, -0.86, 0.86, 0.43, -0.04, -0.24, -0.06, -0.23, -0.64, -0.22, 0.97, -0.35, -0.68, -0.15, -0.69, 0.26, 0.32, 0.32, 0.31, 0.33, 0.28, 0.27, 0.30, 0.35], "total_charge": 2, "gap_ev": [4.77, 4.77], "lumo_energy_ev": [-9.7835, -9.7858], "largest_force_ev_per_a": 0.15, "e_above_lowest_ev": 0.000, "total_energy_ev": -182776.6173, "molar_mass_g_mol": 706.3}



Entry 2:
{"formula": "C3H7NO", "method": "wB97M-V/def2-TZVPD", "species": ["N", "C", "C", "C", "O", "H", "H", "H", "H", "H", "H", "H"], "xyz": [[0.13069, -0.29360, -1.77959], [0.37543, 0.24710, -0.46333], [0.66561, -0.71994, 0.68292], [-0.70427, 0.03527, 0.57746], [-0.80797, 0.90290, 1.65234], [1.04751, -0.67248, -2.14831], [-0.32959, 0.34089, -2.36085], [0.80405, 1.28270, -0.35732], [1.31815, -0.13006, 1.46780], [0.74936, -1.80672, 0.59844], [-1.50380, -0.63591, 0.43542], [-1.74517, 1.44985, 1.69503]], "atomic_forces_ev_per_a": [[2.507, -1.929, 1.373], [-0.898, 0.572, 0.285], [0.478, 2.831, 1.107], [2.529, -1.212, 0.678], [-3.685, 2.876, 0.809], [-1.771, 0.889, 0.101], [-0.417, 1.027, -1.262], [-0.044, -1.163, -0.187], [-1.231, -1.851, -1.447], [-0.029, 0.588, -0.191], [-1.028, -0.409, -0.647], [3.588, -2.219, -0.619]], "mulliken_charge": [-0.59, 0.02, -0.66, -0.16, -0.55, 0.23, 0.21, 0.25, 0.20, 0.31, 0.43, 0.31], "total_charge": 0, "gap_ev": 9.65, "lumo_energy_ev": 0.8926, "largest_force_ev_per_a": 4.74, "smiles": "N[C@@H]1C[C@H]1O", "e_above_lowest_ev": 2.799, "total_energy_ev": -6759.9517, "molar_mass_g_mol": 73.1}



Q: Which formula does entry 2 have?
A: C3H7NO